Entry 1:
{
  "formula": "C4H4FN",
  "method": "ωB97M-V with the def2-TZVPD basis set",
  "elements": ["C", "C", "C", "F", "C", "N", "H", "H", "H", "H"],
  "coordinates": [[-0.848036, 1.233403, -0.456986], [-0.112973, 0.172068, -0.777241], [0.222565, -0.960997, 0.162410], [0.474894, -2.040654, -0.579345], [1.327429, -0.645461, 1.169704], [1.903860, -0.111108, 2.013037], [-1.374887, 1.433949, 0.482881], [-1.300918, 1.977297, -1.160015], [0.409331, -0.001666, -1.651320], [-0.701265, -1.056831, 0.796875]],
  "forces_ev_per_angstrom": [[-1.7, 0.5, -0.7], [-0.2, 0.9, 2.2], [-0.9, 1.8, 2.3], [0.3, -1.3, -0.4], [-0.9, 0.6, -0.6], [0.1, -0.6, -0.4], [0.7, -0.8, 0.2], [1.4, -0.7, 0.0], [0.5, 0.2, -2.2], [0.9, -0.7, -0.4]],
  "mulliken_charge": [-0.676, -0.201, 0.289, -0.263, 0.144, -0.364, 0.249, 0.248, 0.373, 0.201],
  "gap_ev": 11.47,
  "e_above_lowest_kcal_mol": 33.8,
  "e_tot_ev": -8418.330,
  "lumo_energy_ev": 0.66
}

=====

Entry 2:
{
  "formula": "C3H11N2OS",
  "method": "ωB97M-V with the def2-TZVPD basis set",
  "elements": ["C", "C", "S", "N", "C", "N", "H", "H", "H", "H", "H", "H", "H", "H", "H", "H", "H", "O"],
  "coordinates": [[-0.561553, -0.151282, -0.888637], [0.098029, 0.755714, 0.160631], [0.490181, 2.356818, -0.585275], [-0.248516, -3.306695, 1.155749], [0.670124, -2.535470, 1.675543], [0.620591, -2.271816, 3.083222], [-0.032526, -0.077795, -1.834703], [-1.617400, 0.074406, -1.017245], [-0.517600, 0.860978, 1.045895], [1.063545, 0.347363, 0.455058], [-0.511072, -1.165281, -0.492120], [1.449453, -2.135398, 1.022187], [-0.505836, -2.167923, 1.129126], [1.263420, -2.890278, 3.563064], [-0.328957, -2.469158, 3.330453], [-0.731744, 2.222347, -2.428539], [-0.839841, 2.573090, -3.911210], [-1.312157, 2.131421, -3.200407]],
  "forces_ev_per_angstrom": [[0.1, -0.2, 1.0], [0.0, 0.1, -1.4], [0.1, 0.2, 0.8], [0.0, 1.6, -0.3], [-1.0, -1.9, 0.9], [1.4, 0.8, -1.0], [-0.1, -0.2, 0.0], [0.0, 0.2, -0.2], [0.0, 0.3, 0.3], [0.1, 0.0, 0.2], [0.0, -0.2, -0.5], [0.7, 0.4, 0.6], [-0.8, -0.7, -0.8], [0.1, 0.2, 0.3], [-0.4, -0.6, 0.4], [0.0, 0.0, -0.1], [0.0, 0.0, -0.1], [-0.1, 0.0, -0.1]],
  "mulliken_charge": [-1.090, -0.226, -0.173, -0.624, -0.101, -0.549, 0.386, 0.288, 0.366, 0.199, 0.240, 0.450, 0.251, 0.263, 0.366, 0.253, 0.298, -0.597],
  "gap_ev": [9.24, 6.20],
  "e_above_lowest_kcal_mol": 77.3,
  "e_tot_ev": -19147.332,
  "lumo_energy_ev": [0.64, -2.40],
  "spin_multiplicity": 2
}

=====

Entry 3:
{
  "formula": "C16H28N4",
  "method": "ωB97M-V with the def2-TZVPD basis set",
  "elements": ["C", "C", "C", "C", "N", "H", "H", "H", "H", "H", "H", "H", "C", "C", "C", "C", "N", "H", "H", "H", "H", "H", "H", "H", "C", "C", "C", "C", "N", "H", "H", "H", "H", "H", "H", "H", "C", "C", "C", "C", "N", "H", "H", "H", "H", "H", "H", "H"],
  "coordinates": [[-2.050179, 1.416596, -1.551212], [-1.229211, 2.491382, -2.260181], [-0.504797, 1.907487, -3.505143], [-1.370166, 1.238533, -4.438315], [-2.040161, 0.719635, -5.210897], [-1.531606, 0.458085, -1.475468], [-2.975279, 1.210861, -2.094841], [-2.332185, 1.726187, -0.545893], [-0.500841, 2.885587, -1.551412], [-1.838787, 3.341050, -2.572164], [0.174656, 1.182644, -3.043958], [0.097422, 2.674989, -3.987778], [0.651653, -1.807947, -0.028087], [1.957388, -0.989068, -0.178143], [2.597361, -0.742040, 1.184743], [1.850385, 0.244931, 1.981706], [1.299187, 1.047272, 2.581641], [0.159693, -1.427906, 0.870402], [0.850058, -2.869528, 0.090893], [-0.022597, -1.635247, -0.864583], [1.798494, -0.059804, -0.721779], [2.643113, -1.591357, -0.776755], [3.585422, -0.278389, 1.100481], [2.711953, -1.689888, 1.707376], [0.461716, 2.138079, 7.269596], [0.624972, 2.438381, 5.775573], [1.986656, 3.047819, 5.432666], [2.354545, 4.109796, 6.376685], [2.579817, 4.948363, 7.126286], [1.288765, 1.573418, 7.708676], [-0.466725, 1.603751, 7.471465], [0.417512, 3.063683, 7.845018], [-0.133326, 3.203970, 5.582632], [0.384290, 1.581051, 5.154477], [1.992172, 3.512757, 4.443012], [2.764181, 2.286165, 5.351031], [-0.195759, -3.776671, -3.800114], [-1.529180, -3.050102, -3.567174], [-2.499282, -3.209203, -4.759912], [-2.792049, -4.586843, -5.125381], [-2.968303, -5.681221, -5.423085], [0.494899, -3.498003, -2.998289], [0.343058, -3.433045, -4.689474], [-0.293095, -4.856339, -3.866007], [-1.450793, -1.980720, -3.376873], [-1.866000, -3.495224, -2.627312], [-2.047256, -2.651163, -5.575981], [-3.431790, -2.742764, -4.438148]],
  "forces_ev_per_angstrom": [[-0.5, 0.1, -0.2], [-0.2, -0.2, -0.3], [0.6, 0.4, 1.8], [-0.2, 0.0, -0.4], [-0.2, -0.2, 0.0], [0.2, 0.1, 0.0], [0.0, 0.0, 0.0], [0.0, 0.0, 0.0], [0.3, 0.0, -0.3], [-0.2, -0.1, 0.1], [0.2, -0.2, -0.6], [-0.1, -0.1, -0.2], [0.3, 1.1, 0.3], [-0.3, -1.0, -0.3], [0.3, 0.7, -0.1], [0.2, -0.8, -0.2], [-0.3, 0.4, 0.3], [-0.3, -0.3, 0.0], [0.0, 0.0, 0.0], [0.0, -0.2, -0.1], [-0.1, 0.1, 0.1], [0.2, 0.2, 0.0], [0.1, -0.3, -0.2], [-0.1, 0.1, 0.3], [0.2, -0.1, 0.2], [-0.5, 0.7, 0.7], [0.1, 0.0, -0.5], [0.0, -0.3, -0.1], [0.1, 0.1, 0.0], [0.0, -0.2, -0.2], [0.0, -0.1, -0.1], [0.0, 0.1, -0.1], [0.0, -0.1, -0.4], [0.3, 0.0, -0.1], [-0.3, -0.1, 0.0], [0.1, 0.0, 0.4], [0.7, 1.3, -0.1], [0.5, -1.2, 0.0], [0.0, 0.4, 1.3], [0.4, -0.1, -0.2], [-0.1, 0.0, 0.1], [-0.1, -0.4, 0.2], [-0.3, -0.1, -0.2], [-0.2, 0.0, 0.1], [0.4, 0.0, -0.1], [-0.7, 0.1, -0.2], [-0.3, -0.1, -0.3], [-0.1, 0.1, -0.5]],
  "mulliken_charge": [-0.889, -0.489, -0.132, 0.251, -0.460, 0.060, 0.353, 0.348, 0.324, 0.315, 0.016, 0.325, -0.799, -0.278, -0.561, 0.207, -0.381, 0.427, 0.358, -0.116, 0.227, 0.303, 0.312, 0.298, -1.228, -0.319, -0.279, 0.134, -0.413, 0.316, 0.362, 0.354, 0.212, 0.311, 0.276, 0.275, -1.127, -0.030, -0.441, 0.158, -0.417, 0.230, 0.329, 0.372, 0.005, 0.299, 0.316, 0.285],
  "gap_ev": 11.50,
  "e_above_lowest_kcal_mol": 10.8,
  "e_tot_ev": -23005.369,
  "lumo_energy_ev": 0.18
}

=====

Entry 4:
{
  "formula": "C10H17NP",
  "method": "ωB97M-V with the def2-TZVPD basis set",
  "elements": ["H", "P", "C", "C", "C", "C", "C", "C", "N", "C", "C", "C", "C", "H", "H", "H", "H", "H", "H", "H", "H", "H", "H", "H", "H", "H", "H", "H", "H"],
  "coordinates": [[-2.284906, -3.019292, 0.095206], [-1.125524, -2.406930, 0.296292], [-1.467237, -0.916578, -0.335172], [-2.816180, -0.376008, -0.901178], [-3.795226, 0.046809, 0.266609], [-3.436387, 1.049026, 0.962215], [-0.243002, 0.418754, -0.487494], [-0.511093, 1.663767, -0.713699], [1.056272, -0.138503, -0.142798], [1.654424, 0.266921, 1.159267], [3.079183, -0.292320, 1.205374], [3.396340, -0.583137, -0.300152], [2.286307, 0.007922, -1.103273], [-2.527137, 0.450885, -1.546834], [-3.311668, -1.130964, -1.555535], [-4.821524, -0.419651, 0.288723], [-4.169749, 1.387691, 1.783154], [-2.490614, 1.480752, 0.750372], [0.133553, 2.450324, -0.684523], [-1.553939, 1.928782, -0.958744], [0.845329, -1.143547, -0.150139], [1.083304, -0.026812, 1.970937], [1.779727, 1.356813, 1.086516], [3.225035, -1.184084, 1.828360], [3.920553, 0.387733, 1.552382], [4.382568, -0.301136, -0.411491], [3.238456, -1.670852, -0.485005], [2.400998, 1.040465, -1.410856], [2.072145, -0.326840, -2.058519]],
  "forces_ev_per_angstrom": [[-2.1, -0.8, -0.4], [2.9, 1.0, 0.6], [0.3, 3.7, -1.6], [0.0, -1.3, 0.8], [-0.9, -2.9, -3.9], [-1.8, 2.3, 3.7], [-2.2, -4.5, 1.1], [-2.8, -0.6, -0.6], [1.4, -0.4, -1.0], [2.1, 1.5, -0.5], [1.3, -0.1, -0.5], [-2.4, -2.6, 1.2], [-0.5, 2.3, 0.9], [-0.6, 0.1, 0.0], [0.5, 0.4, 0.5], [1.4, 0.3, 0.2], [1.7, 0.0, -1.3], [0.5, 0.7, 0.6], [2.1, 1.9, 0.0], [0.8, -0.1, 0.2], [0.5, -0.2, 0.3], [-1.5, -0.4, 1.4], [-0.6, -0.3, 0.2], [-0.5, 0.1, -0.3], [-1.7, -0.2, -0.1], [1.8, 0.6, -1.3], [0.9, 0.5, 0.3], [0.0, 0.8, 1.0], [-0.6, -2.0, -1.6]],
  "mulliken_charge": [0.055, -0.128, 0.459, -1.103, 0.134, -0.640, 0.515, -1.468, 0.490, -0.646, -0.497, -0.493, -0.928, 0.324, 0.443, 0.307, 0.242, 0.171, 0.418, 0.280, 0.073, 0.455, 0.312, 0.273, 0.342, 0.414, 0.272, 0.384, 0.540],
  "gap_ev": 9.11,
  "e_above_lowest_kcal_mol": 93.1,
  "e_tot_ev": -21413.260,
  "lumo_energy_ev": -3.73,
  "charge": 1
}

=====

Entry 5:
{
  "formula": "C4H12N2O",
  "method": "ωB97M-V with the def2-TZVPD basis set",
  "elements": ["N", "C", "C", "C", "N", "C", "O", "H", "H", "H", "H", "H", "H", "H", "H", "H", "H", "H", "H"],
  "coordinates": [[-2.326056, 1.991818, -0.710053], [-0.938903, 2.040220, -0.407021], [-0.508158, 0.821573, 0.434486], [-0.271213, -0.436021, -0.398685], [1.112218, -0.847948, -0.687377], [1.806413, -1.224352, 0.553633], [1.229238, -2.382836, 1.113790], [-2.864899, 2.831661, -0.736175], [-2.798683, 1.158750, -0.404746], [-0.625469, 2.975192, 0.082905], [-0.182534, 2.022871, -1.227409], [-1.244535, 0.856782, 1.251969], [0.412956, 1.117893, 0.957690], [-0.776054, -1.327121, -0.028408], [-0.776072, -0.275594, -1.358601], [1.569287, 0.000906, -0.998359], [2.854953, -1.469997, 0.386348], [1.670960, -0.396233, 1.245964], [0.842346, -2.906045, 0.415795]],
  "forces_ev_per_angstrom": [[0.0, -0.5, -0.8], [2.1, 0.0, 0.3], [0.2, 1.6, 0.9], [-1.1, -0.7, -0.5], [0.2, 0.4, 0.6], [-0.6, -0.4, -0.4], [-0.2, 0.3, 0.7], [-0.1, 0.1, 0.1], [-0.2, 0.3, 0.0], [-0.5, -0.2, 0.4], [-1.0, 0.0, -0.6], [0.0, -1.1, -0.1], [0.0, -0.2, -0.2], [-0.1, 0.1, 0.5], [0.3, 0.0, -0.1], [0.4, -0.1, -0.5], [0.1, 0.6, -0.4], [0.4, -0.3, 0.7], [0.0, -0.2, -0.5]],
  "mulliken_charge": [-0.436, -0.552, -0.514, -0.818, -0.457, -0.256, -0.527, 0.192, 0.197, 0.347, 0.236, 0.403, 0.221, 0.282, 0.459, 0.294, 0.324, 0.278, 0.328],
  "gap_ev": 9.90,
  "e_above_lowest_kcal_mol": 47.6,
  "e_tot_ev": -9369.128,
  "lumo_energy_ev": 1.02
}

=====

Entry 6:
{
  "formula": "C7H12Cl2O",
  "method": "ωB97M-V with the def2-TZVPD basis set",
  "elements": ["C", "C", "C", "C", "C", "C", "C", "O", "Cl", "Cl", "H", "H", "H", "H", "H", "H", "H", "H", "H", "H", "H", "H"],
  "coordinates": [[2.280047, 0.312349, 0.470044], [1.501083, -0.822551, 0.754519], [1.311966, -1.737797, 1.837164], [-0.526995, 1.715223, -1.308880], [-2.250347, 0.641861, 0.354584], [-0.424543, -0.728816, -1.065315], [-1.280907, 0.473931, -0.858783], [2.354494, -0.912103, -0.303203], [-1.088036, -2.327022, -0.783223], [-2.523163, 0.281638, -2.326449], [1.856773, 1.201878, -0.174786], [3.149999, 0.658669, 0.967164], [1.729398, -1.411575, 2.729997], [1.690554, -2.758850, 1.577796], [0.212546, -2.009367, 2.035260], [-1.162473, 2.501567, -1.699707], [0.372066, 1.528025, -1.935515], [-0.085581, 2.090303, -0.274247], [-3.077071, -0.082209, 0.443351], [-1.501488, 0.443023, 1.076244], [-2.648794, 1.674268, 0.444363], [0.110474, -0.732445, -1.960377]],
  "forces_ev_per_angstrom": [[-0.9, 3.4, -2.7], [-1.7, 0.4, -1.8], [-2.4, -3.4, -0.6], [1.8, 0.7, 3.4], [1.0, 0.1, -1.0], [-1.2, -0.3, 2.8], [-2.1, -0.3, -2.4], [1.0, -0.5, 0.4], [0.0, 0.5, 0.2], [-0.2, -0.1, -0.3], [0.6, -1.8, 1.5], [0.9, -0.4, 0.8], [0.8, 0.6, 1.7], [0.2, 0.9, 0.1], [1.3, 0.8, -0.3], [0.0, -0.1, -0.1], [-0.9, -0.1, 0.1], [-0.6, -0.2, -2.0], [0.6, 0.2, -0.4], [0.2, 0.0, 1.9], [0.4, -0.7, -0.2], [1.2, 0.1, -1.1]],
  "mulliken_charge": [-0.390, 0.926, -1.288, -1.261, -1.230, -0.811, 1.073, -0.447, -0.158, -0.252, 0.003, 0.334, 0.409, 0.315, 0.258, 0.424, 0.348, 0.208, 0.331, 0.336, 0.329, 0.544],
  "gap_ev": [7.50, 8.58],
  "e_above_lowest_kcal_mol": 117.7,
  "e_tot_ev": -34540.644,
  "lumo_energy_ev": [-0.32, 0.39]
}